[1]
{
  "formula": "C21H16ClF4N3O6Os",
  "method": "ωB97M-V/def2-TZVPD",
  "orbital_gap_ha": [0.301, 0.270],
  "multiplicity": 5,
  "e_above_lowest_ev": 2.6431,
  "homo_ev": [-8.704, -9.415],
  "lumo_energy_ev": [-0.5, -2.1],
  "charge": 0,
  "elements": ["Os", "N", "C", "C", "C", "O", "O", "H", "H", "H", "H", "H", "H", "O", "C", "O", "C", "C", "Cl", "N", "N", "C", "C", "O", "O", "C", "C", "C", "C", "C", "C", "H", "H", "H", "H", "H", "H", "F", "C", "C", "C", "C", "C", "C", "H", "H", "H", "H", "F", "C", "F", "F"],
  "positions_angstrom": [[-2.294, -0.343, 0.136], [-0.974, -0.520, 2.187], [0.064, -1.466, 2.675], [1.481, -0.990, 2.277], [1.807, -1.111, 0.797], [1.837, -2.163, 0.229], [2.328, -0.231, -1.349], [-0.642, 0.438, 2.293], [-1.728, -0.681, 2.856], [-0.088, -2.453, 2.319], [0.092, -1.586, 3.817], [2.100, -1.687, 2.858], [1.613, 0.091, 2.527], [-2.660, 4.405, -2.463], [-1.372, 4.160, -2.472], [-0.635, 4.598, -3.308], [-0.923, 3.138, -1.510], [0.331, 2.659, -1.410], [1.729, 3.247, -2.216], [0.403, 1.717, -0.405], [-0.849, 1.639, 0.177], [-1.624, 2.471, -0.466], [-3.094, 2.503, 0.087], [-3.865, 3.452, -0.081], [-3.269, 1.402, 0.819], [1.604, 1.423, 0.319], [2.188, 2.360, 1.061], [3.378, 2.184, 1.772], [4.133, 1.073, 1.503], [3.672, 0.172, 0.577], [2.326, 0.084, 0.014], [-3.158, 4.126, -1.614], [1.575, 3.264, 1.134], [3.827, 2.835, 2.530], [5.034, 0.876, 2.114], [4.251, -0.637, 0.208], [1.760, -1.014, -1.522], [0.892, -4.407, -3.270], [0.092, -3.581, -2.543], [-0.126, -2.257, -3.060], [-0.712, -1.336, -2.191], [-1.240, -1.707, -0.993], [-1.003, -3.027, -0.549], [-0.336, -3.998, -1.303], [0.449, -1.995, -3.915], [-0.849, -0.295, -2.528], [-1.463, -3.354, 0.337], [-0.269, -5.020, -1.004], [-3.219, -2.727, 1.471], [-3.665, -1.865, 0.464], [-4.709, -1.239, 1.084], [-4.202, -2.625, -0.468]],
  "forces_ev_per_a": [[0.359, -0.279, 0.155], [-0.205, -0.866, 1.057], [1.110, 1.227, 1.036], [-0.649, 0.397, 0.034], [-0.296, -0.657, 0.901], [-0.363, -1.002, -0.155], [-0.118, 0.160, -0.250], [-0.166, -0.127, 0.127], [-0.254, 0.551, -0.335], [-0.385, -0.868, -0.722], [-0.341, 0.542, -1.469], [0.509, 0.616, -0.343], [0.091, -0.954, 0.438], [-1.723, 0.347, 1.275], [-0.016, -0.827, -0.490], [0.127, 0.432, -0.109], [-1.190, 0.278, 0.828], [2.154, -0.319, 0.401], [-0.429, -0.655, 0.396], [-0.550, 1.192, -0.623], [1.376, -0.992, 0.111], [-1.427, 0.582, -0.514], [0.323, -0.648, 0.645], [1.432, -1.599, -0.079], [-0.491, 1.374, -1.276], [0.286, -2.225, -1.277], [-1.624, 1.794, 0.574], [0.895, 0.607, 1.140], [0.408, -1.524, 0.058], [1.356, -0.192, 0.146], [-1.501, 1.895, -0.269], [0.797, 0.324, -1.116], [0.547, 0.087, 0.241], [-0.870, 0.331, -0.479], [-0.339, 0.198, -0.921], [0.830, -0.668, 0.055], [0.403, 0.393, 0.384], [-0.669, 0.252, 0.123], [0.683, 1.426, -1.014], [1.009, -1.805, 2.201], [0.021, 0.835, -2.419], [-0.258, -0.534, 2.037], [-0.127, -0.238, -1.166], [-0.812, 1.448, -0.355], [-0.090, 0.305, -0.845], [0.229, -0.508, 0.009], [-0.290, -0.299, 1.157], [0.305, -0.404, 0.297], [0.094, -0.076, -0.518], [0.003, 0.805, 1.672], [-0.297, 0.269, -0.099], [0.131, -0.402, -0.653]]
}

[2]
{
  "formula": "C21H16N4O4S5W",
  "method": "ωB97M-V/def2-TZVPD",
  "orbital_gap_ha": [0.240, 0.242],
  "multiplicity": 3,
  "homo_ev": [-7.181, -7.299],
  "lumo_energy_ev": [-0.6, -0.7],
  "charge": 0,
  "elements": ["W", "S", "C", "S", "C", "C", "S", "S", "S", "N", "C", "C", "N", "H", "H", "H", "H", "H", "H", "H", "H", "O", "C", "N", "C", "O", "C", "C", "C", "C", "C", "C", "H", "H", "H", "H", "O", "C", "N", "C", "O", "C", "C", "C", "C", "C", "C", "H", "H", "H", "H"],
  "positions_angstrom": [[-0.535, 0.225, -0.122], [-2.388, 0.388, 6.943], [-2.027, 0.393, 5.344], [-2.565, -0.818, 4.233], [-1.852, -0.145, 2.790], [-1.179, 1.010, 2.946], [-0.394, 1.912, 1.657], [-1.131, 1.650, 4.567], [-2.084, -0.983, 1.254], [0.817, -0.953, 1.215], [2.238, -1.064, 0.834], [2.596, 0.185, 0.069], [1.543, 0.317, -0.955], [0.703, -0.481, 2.110], [0.383, -1.871, 1.273], [2.321, -1.938, 0.188], [2.873, -1.218, 1.707], [3.590, 0.121, -0.377], [2.551, 1.069, 0.706], [1.586, -0.467, -1.605], [1.652, 1.165, -1.521], [1.165, 2.646, -2.792], [-0.016, 2.582, -2.534], [-0.588, 1.809, -1.542], [-1.927, 1.929, -1.568], [-2.537, 1.197, -0.773], [-2.340, 2.926, -2.581], [-3.567, 3.414, -2.966], [-3.571, 4.363, -3.988], [-2.385, 4.786, -4.583], [-1.150, 4.275, -4.183], [-1.157, 3.338, -3.176], [-4.481, 3.076, -2.499], [-4.512, 4.777, -4.325], [-2.426, 5.523, -5.373], [-0.226, 4.595, -4.644], [0.311, -3.006, -0.661], [-0.435, -2.578, -1.523], [-0.799, -1.246, -1.694], [-1.566, -1.141, -2.865], [-2.003, -0.123, -3.347], [-1.726, -2.515, -3.437], [-2.403, -2.941, -4.562], [-2.348, -4.301, -4.850], [-1.634, -5.184, -4.037], [-0.955, -4.735, -2.909], [-1.027, -3.384, -2.636], [-2.949, -2.246, -5.185], [-2.864, -4.683, -5.721], [-1.613, -6.236, -4.290], [-0.404, -5.410, -2.268]],
  "forces_ev_per_a": [[-0.153, 0.210, -0.081], [0.076, -0.051, -0.049], [-0.222, 0.125, 0.102], [0.001, -0.178, -0.001], [0.032, -0.063, -0.137], [0.075, 0.061, -0.157], [-0.037, -0.060, 0.002], [0.143, 0.085, 0.076], [-0.200, 0.041, 0.226], [-0.035, 0.045, -0.079], [-0.001, -0.094, 0.107], [0.013, 0.043, -0.065], [0.004, 0.038, -0.013], [0.040, -0.099, 0.055], [0.090, -0.066, -0.013], [0.032, 0.006, -0.002], [0.000, 0.057, -0.002], [-0.008, -0.025, -0.005], [-0.001, -0.020, 0.006], [0.057, 0.008, -0.018], [0.083, 0.006, 0.035], [0.118, -0.139, -0.003], [-0.324, 0.319, 0.123], [0.132, 0.085, -0.142], [-0.149, 0.058, -0.070], [0.121, -0.061, -0.012], [-0.073, -0.203, 0.224], [0.006, 0.072, -0.068], [0.065, -0.014, 0.015], [-0.048, -0.009, 0.020], [-0.052, -0.013, -0.021], [0.250, -0.047, -0.079], [-0.002, 0.000, 0.002], [0.002, 0.014, -0.016], [-0.001, 0.006, -0.002], [-0.002, -0.002, -0.007], [-0.063, 0.079, 0.227], [0.145, 0.122, -0.482], [-0.128, -0.399, 0.065], [-0.007, -0.120, 0.115], [0.035, 0.117, 0.013], [-0.081, 0.230, -0.153], [0.037, -0.055, -0.003], [0.040, -0.038, 0.050], [-0.029, 0.053, -0.053], [-0.070, -0.003, -0.024], [0.081, -0.108, 0.299], [0.006, 0.007, 0.000], [-0.005, -0.022, 0.004], [-0.003, -0.004, -0.009], [0.012, 0.006, -0.001]]
}

[3]
{
  "formula": "C21H16N8Pd",
  "method": "ωB97M-V/def2-TZVPD",
  "orbital_gap_ha": [0.175, 0.180],
  "multiplicity": 5,
  "homo_ev": [-19.264, -21.712],
  "lumo_energy_ev": [-14.5, -16.8],
  "charge": 4,
  "elements": ["Pd", "C", "C", "C", "C", "N", "C", "C", "C", "C", "C", "C", "N", "C", "C", "C", "C", "C", "N", "H", "H", "H", "H", "H", "H", "H", "H", "H", "H", "H", "N", "C", "N", "C", "N", "C", "C", "N", "C", "C", "N", "H", "H", "H", "H", "H"],
  "positions_angstrom": [[-8.192, -13.949, 4.653], [-3.204, -12.917, 3.791], [-2.994, -13.677, 5.146], [-3.977, -14.091, 5.972], [-5.440, -14.061, 5.772], [-6.091, -13.907, 4.611], [-3.697, -11.486, 3.772], [-6.365, -14.084, 6.894], [-6.014, -14.185, 8.285], [-7.122, -14.158, 9.169], [-8.404, -14.460, 8.679], [-8.671, -14.274, 7.329], [-7.666, -14.027, 6.525], [-9.986, -14.204, 6.696], [-11.206, -14.292, 7.425], [-12.375, -14.091, 6.647], [-12.355, -13.903, 5.285], [-11.113, -13.889, 4.648], [-9.994, -14.088, 5.351], [-2.239, -12.925, 3.197], [-1.970, -13.649, 5.577], [-3.601, -14.523, 6.935], [-4.030, -11.163, 2.789], [-4.993, -14.294, 8.655], [-7.003, -14.016, 10.274], [-9.168, -14.720, 9.392], [-11.219, -14.596, 8.470], [-13.352, -13.965, 7.134], [-13.249, -14.081, 4.760], [-10.919, -13.881, 3.582], [-4.054, -14.129, 1.864], [-5.232, -14.552, 1.418], [-6.224, -14.364, 2.276], [-5.569, -13.760, 3.358], [-4.227, -13.616, 3.119], [-3.971, -10.754, 4.866], [-3.461, -11.103, 6.163], [-4.108, -10.668, 7.219], [-5.168, -9.891, 7.080], [-5.474, -9.245, 5.818], [-4.806, -9.667, 4.670], [-3.176, -14.337, 1.394], [-5.401, -14.978, 0.456], [-2.544, -11.636, 6.323], [-5.693, -9.653, 8.048], [-6.099, -8.364, 5.645]],
  "forces_ev_per_a": [[2.052, 0.048, -3.230], [1.717, 0.041, 1.736], [0.682, 1.629, 0.032], [-0.447, -0.580, 0.418], [1.093, 0.591, 1.129], [-0.196, 1.226, -2.592], [0.227, -0.823, -0.457], [0.431, -0.693, -0.787], [-2.043, 0.223, 1.201], [1.478, -0.555, 0.417], [-0.056, 0.771, 1.272], [-1.882, -0.124, 0.391], [2.657, 0.109, 1.286], [-0.221, -1.020, 1.732], [-0.309, 0.104, -1.532], [-0.433, 0.758, 1.910], [0.898, -0.960, 0.660], [1.325, -0.984, 0.141], [-2.450, 1.010, -0.449], [-0.991, -0.278, 0.462], [-0.668, -0.409, -0.723], [-0.601, 0.443, -0.894], [0.119, 0.326, 0.041], [-0.298, 0.372, -0.172], [0.120, -0.521, -1.136], [-0.229, 0.018, 0.070], [-0.192, 0.399, -0.155], [0.419, -0.688, 0.014], [-1.120, 0.663, -0.901], [-0.684, 0.260, -0.080], [-0.294, -0.250, -0.806], [-1.049, 0.337, 0.243], [1.745, 1.691, 1.709], [0.259, -2.949, 0.522], [-1.599, -1.514, -2.430], [0.349, 0.623, 0.480], [-0.949, 0.776, 0.066], [-0.014, -0.406, 0.388], [-0.082, 1.214, 0.371], [2.492, -0.735, -3.035], [-2.262, 0.440, 3.687], [0.314, 0.411, 0.370], [0.293, -0.362, -0.586], [0.296, 0.037, 0.018], [0.149, -0.261, -1.289], [-0.043, -0.410, 0.488]]
}

[4]
{
  "formula": "C21H17BrN2O4",
  "method": "ωB97M-V/def2-TZVPD",
  "orbital_gap_ha": 0.303,
  "e_above_lowest_ev": 0.0600,
  "homo_ev": -8.200,
  "lumo_energy_ev": 0.0,
  "smiles": "O=C(NCc1ccco1)/C(=C/C=C\\c1ccccc1)NC(=O)c1ccc(Br)o1",
  "charge": 0,
  "elements": ["O", "C", "N", "C", "C", "C", "C", "C", "O", "C", "C", "C", "C", "C", "C", "C", "C", "C", "C", "N", "C", "O", "C", "C", "C", "C", "Br", "O", "H", "H", "H", "H", "H", "H", "H", "H", "H", "H", "H", "H", "H", "H", "H", "H", "H"],
  "positions_angstrom": [[1.868, 0.985, 1.704], [1.914, 1.032, 0.496], [3.047, 0.941, -0.237], [4.281, 0.452, 0.358], [4.490, -0.996, 0.057], [4.835, -1.633, -1.102], [4.809, -3.017, -0.813], [4.447, -3.114, 0.495], [4.255, -1.900, 1.025], [0.672, 1.369, -0.300], [0.500, 2.606, -0.793], [-0.630, 3.151, -1.517], [-1.951, 2.992, -1.339], [-2.670, 2.313, -0.270], [-2.153, 2.168, 1.022], [-2.890, 1.539, 2.008], [-4.159, 1.056, 1.734], [-4.698, 1.221, 0.468], [-3.964, 1.844, -0.522], [-0.274, 0.357, -0.347], [0.055, -0.953, -0.164], [1.199, -1.361, -0.106], [-1.099, -1.855, -0.070], [-1.116, -3.206, 0.170], [-2.470, -3.599, 0.175], [-3.173, -2.453, -0.064], [-5.003, -2.179, -0.228], [-2.370, -1.393, -0.214], [2.953, 0.807, -1.233], [4.183, 0.586, 1.437], [5.113, 1.051, -0.024], [5.083, -1.175, -2.038], [5.028, -3.821, -1.485], [4.305, -3.960, 1.138], [1.350, 3.272, -0.715], [-0.327, 3.805, -2.327], [-2.601, 3.455, -2.072], [-1.177, 2.566, 1.255], [-2.470, 1.432, 2.997], [-4.732, 0.563, 2.505], [-5.694, 0.865, 0.254], [-4.388, 1.968, -1.508], [-1.247, 0.617, -0.464], [-0.256, -3.823, 0.324], [-2.875, -4.577, 0.331]],
  "forces_ev_per_a": [[-0.057, -0.150, 0.279], [0.050, 0.420, -0.286], [0.252, 0.198, -0.155], [-0.083, -0.176, 0.159], [0.331, 0.297, -0.849], [-0.064, 0.447, 0.524], [-0.176, -0.230, 0.491], [0.216, -0.648, -0.700], [-0.170, 0.309, 0.483], [0.056, 0.088, -0.152], [0.333, -0.353, 0.227], [-0.379, 0.080, -0.195], [0.341, 0.200, -0.306], [-0.278, -0.095, 0.414], [-0.104, 0.125, -0.116], [-0.037, -0.052, 0.082], [-0.045, 0.011, 0.020], [-0.059, 0.022, 0.052], [0.123, 0.004, 0.007], [-0.193, 0.459, -0.057], [-0.143, -0.116, -0.187], [-0.224, -0.105, 0.083], [0.443, -1.255, 0.246], [0.222, 0.917, -0.165], [-0.472, 0.545, -0.107], [-0.148, -0.553, 0.073], [0.074, -0.074, -0.022], [-0.062, 0.232, -0.023], [-0.165, 0.006, 0.119], [0.137, 0.067, -0.124], [-0.062, -0.126, 0.140], [0.052, 0.170, -0.167], [0.028, -0.221, -0.066], [-0.045, -0.032, 0.170], [0.105, -0.031, 0.121], [-0.101, 0.017, -0.084], [0.035, 0.054, -0.090], [0.102, 0.002, 0.019], [0.036, -0.010, 0.082], [-0.039, -0.041, 0.072], [-0.054, -0.020, -0.018], [-0.028, 0.038, -0.095], [0.146, -0.198, 0.060], [0.242, -0.068, 0.023], [-0.136, -0.157, 0.019]]
}

[5]
{
  "formula": "C21H17ClN2O5",
  "method": "ωB97M-V/def2-TZVPD",
  "orbital_gap_ha": 0.323,
  "homo_ev": -8.877,
  "lumo_energy_ev": -0.1,
  "smiles": "COCCn1c(-c2ccc(Cl)cc2)nc2oc3cc(OC)ccc3c(=O)c2c1=O",
  "charge": 0,
  "elements": ["C", "O", "C", "C", "N", "C", "C", "C", "C", "C", "Cl", "C", "C", "N", "C", "O", "C", "C", "C", "O", "C", "C", "C", "C", "C", "O", "C", "C", "O", "H", "H", "H", "H", "H", "H", "H", "H", "H", "H", "H", "H", "H", "H", "H", "H", "H"],
  "positions_angstrom": [[-3.379, 1.011, 4.772], [-3.636, 1.310, 3.417], [-2.760, 0.702, 2.510], [-1.362, 1.354, 2.492], [-0.558, 0.781, 1.430], [-0.586, 1.249, 0.167], [-1.345, 2.477, -0.156], [-2.458, 2.397, -0.984], [-3.167, 3.536, -1.317], [-2.748, 4.766, -0.830], [-3.627, 6.191, -1.242], [-1.625, 4.864, -0.023], [-0.927, 3.719, 0.313], [0.029, 0.680, -0.823], [0.760, -0.428, -0.580], [1.343, -0.906, -1.681], [2.123, -2.018, -1.581], [2.707, -2.472, -2.761], [3.516, -3.598, -2.736], [4.131, -4.127, -3.815], [3.955, -3.510, -5.070], [3.734, -4.266, -1.519], [3.154, -3.810, -0.365], [2.335, -2.675, -0.369], [1.714, -2.196, 0.880], [1.883, -2.745, 1.948], [0.886, -0.995, 0.673], [0.166, -0.404, 1.780], [0.111, -0.798, 2.917], [-3.287, -0.069, 4.926], [-2.469, 1.501, 5.133], [-4.233, 1.388, 5.331], [-2.650, -0.370, 2.727], [-3.225, 0.826, 1.526], [-0.844, 1.139, 3.430], [-1.467, 2.429, 2.357], [-2.767, 1.437, -1.367], [-4.036, 3.475, -1.952], [-1.300, 5.827, 0.336], [-0.041, 3.794, 0.926], [2.505, -1.920, -3.664], [2.904, -3.514, -5.373], [4.330, -2.482, -5.066], [4.535, -4.104, -5.774], [4.367, -5.138, -1.525], [3.310, -4.308, 0.579]],
  "forces_ev_per_a": [[0.000, 0.004, 0.031], [-0.053, 0.160, -0.051], [0.220, -0.019, -0.160], [-0.572, 0.124, 0.602], [0.110, -0.051, -0.052], [0.190, -0.241, -0.139], [-0.202, 0.329, 0.023], [0.170, -0.017, 0.154], [-0.020, 0.143, 0.006], [0.151, -0.271, 0.059], [-0.110, 0.175, -0.051], [-0.057, 0.053, -0.045], [-0.066, -0.152, -0.108], [0.225, -0.134, -0.587], [-0.402, 0.240, 0.925], [-0.078, 0.163, -0.161], [0.485, -0.807, 0.434], [-0.034, 0.110, -0.207], [-0.174, 0.147, 0.309], [0.025, -0.116, 0.271], [-0.030, 0.108, -0.222], [0.044, -0.029, -0.105], [-0.040, 0.118, -0.200], [-0.057, 0.150, -0.255], [-0.032, 0.097, -0.141], [0.045, -0.042, -0.052], [0.134, -0.154, -0.169], [-0.008, 0.154, -0.216], [-0.001, -0.116, 0.173], [0.000, 0.002, 0.016], [-0.012, -0.025, 0.030], [0.064, -0.033, 0.075], [-0.003, 0.072, -0.073], [0.099, -0.075, 0.037], [-0.063, 0.143, -0.187], [0.040, -0.154, 0.038], [-0.037, -0.108, -0.063], [-0.079, 0.019, -0.051], [0.011, 0.094, 0.011], [0.067, 0.009, 0.095], [0.007, 0.032, -0.137], [0.032, 0.006, 0.023], [-0.021, -0.032, 0.011], [-0.060, 0.078, 0.020], [0.077, -0.110, 0.009], [0.014, -0.044, 0.080]]
}